{"formula": "C25H51F7N4O27PS5", "method": "ωB97M-V/def2-TZVPD", "e_tot_ha": -6265.39463, "charge": -1, "elements": ["P", "F", "F", "F", "F", "F", "F", "C", "C", "O", "N", "C", "H", "H", "H", "H", "H", "H", "H", "C", "C", "O", "N", "C", "H", "H", "H", "H", "H", "H", "H", "C", "C", "O", "N", "C", "H", "H", "H", "H", "H", "H", "H", "C", "C", "O", "N", "C", "H", "H", "H", "H", "H", "H", "H", "C", "C", "O", "C", "O", "O", "F", "H", "H", "H", "C", "C", "O", "S", "O", "O", "O", "H", "H", "H", "H", "C", "C", "O", "S", "O", "O", "O", "H", "H", "H", "H", "C", "C", "O", "S", "O", "O", "O", "H", "H", "H", "H", "C", "C", "O", "S", "O", "O", "O", "H", "H", "H", "H", "C", "C", "O", "S", "O", "O", "O", "H", "H", "H", "H"], "xyz": [[0.41404, -2.06958, -14.62587], [1.60851, -2.58797, -15.60199], [0.01351, -3.60389, -14.31175], [1.41996, -2.07581, -13.35038], [-0.70840, -1.37297, -13.70030], [1.02316, -0.57716, -14.98358], [-0.69149, -2.06901, -15.80106], [-0.21775, -1.79189, -18.89965], [0.32232, -0.39871, -18.85963], [0.89470, 0.04373, -19.85133], [0.14786, 0.32653, -17.73836], [0.49601, 1.73291, -17.61701], [0.27351, -2.34833, -19.69314], [-1.29005, -1.87797, -19.06783], [-0.03311, -2.27127, -17.93274], [-0.03683, -0.10659, -16.84787], [0.67928, 2.11483, -18.62214], [1.41401, 1.78415, -17.03210], [-0.31823, 2.36377, -17.26507], [3.42089, -7.57557, -19.10865], [3.40073, -6.24136, -18.37259], [3.59485, -6.21657, -17.16843], [3.05814, -5.15266, -19.10408], [3.11400, -3.89537, -18.39204], [3.31407, -7.49002, -20.19198], [2.60796, -8.17958, -18.71384], [4.39423, -8.02892, -18.93086], [2.75578, -5.27630, -20.05256], [2.66442, -3.07300, -18.95398], [4.14455, -3.64608, -18.14042], [2.52577, -3.86123, -17.47247], [-2.82048, -4.22825, -13.00516], [-4.08381, -4.14962, -13.82027], [-4.68827, -3.10082, -13.98784], [-4.41692, -5.29232, -14.48470], [-5.65698, -5.40636, -15.21852], [-3.03402, -4.70997, -12.04452], [-2.34912, -3.28152, -12.76496], [-2.09632, -4.83424, -13.55217], [-3.89904, -6.13342, -14.29972], [-6.26280, -4.52047, -15.05258], [-6.23853, -6.26299, -14.86887], [-5.47866, -5.54420, -16.28729], [0.90071, -3.13010, -10.19471], [-0.00986, -1.97528, -9.87560], [0.39408, -0.98315, -9.30958], [-1.29134, -2.10908, -10.31977], [-2.17029, -0.96514, -10.32815], [0.58137, -4.12164, -9.85452], [1.82405, -3.07766, -9.60939], [1.22357, -3.13268, -11.23502], [-1.49120, -2.88545, -10.92245], [-1.96189, -0.23784, -9.55671], [-3.20587, -1.30755, -10.26595], [-2.11583, -0.48122, -11.31158], [3.23685, -5.34898, -14.01041], [2.62363, -5.69620, -12.66667], [3.53891, -5.11207, -11.76020], [4.76890, -5.12209, -12.36940], [5.81680, -4.85894, -11.88772], [4.61439, -5.43857, -13.66572], [2.63685, -7.05722, -12.46172], [2.95923, -4.32151, -14.25665], [2.98572, -6.03720, -14.81026], [1.61590, -5.35313, -12.45763], [0.11950, 1.70065, -13.12894], [1.61198, 1.41300, -12.98625], [1.96268, 2.29886, -11.89491], [1.27613, 3.68491, -12.17627], [1.93782, 4.34927, -13.23522], [1.02204, 4.36213, -10.96675], [-0.09975, 3.04598, -12.68654], [-0.55250, 0.97787, -12.67209], [-0.18222, 1.64328, -14.18107], [2.27137, 1.50957, -13.84262], [1.75356, 0.41986, -12.56976], [5.13614, -1.84756, -10.40937], [4.34887, -1.45076, -11.66945], [4.13159, -0.04207, -11.60819], [4.48231, 0.54821, -10.15738], [3.39899, 0.48742, -9.25540], [5.17075, 1.75446, -10.30728], [5.52828, -0.58578, -9.82082], [6.04355, -2.43495, -10.47867], [4.48584, -2.33510, -9.67634], [3.51418, -2.12374, -11.85263], [5.01687, -1.56001, -12.52998], [4.14431, -0.15632, -17.39929], [4.23504, 0.89422, -16.29978], [5.63902, 1.04085, -16.01795], [6.31140, -0.38324, -16.23624], [5.98859, -1.19189, -15.11885], [7.64916, -0.23663, -16.65449], [5.43021, -0.78351, -17.49030], [3.72816, 0.22596, -18.33083], [3.43108, -0.93956, -17.12242], [3.68860, 0.63337, -15.39004], [3.83954, 1.88238, -16.53014], [-1.87006, -6.69915, -17.30134], [-0.71445, -5.86611, -16.68305], [-0.12239, -5.17087, -17.78252], [-0.99651, -5.28974, -19.10254], [-0.12582, -5.38745, -20.20757], [-2.01369, -4.29882, -19.11070], [-1.61733, -6.69495, -18.70982], [-2.82100, -6.18604, -17.13924], [-1.89690, -7.70671, -16.90553], [0.04159, -6.55742, -16.31472], [-1.03370, -5.14130, -15.93918], [-4.55845, -2.43214, -18.17150], [-4.02072, -1.88457, -16.84578], [-5.00996, -0.92976, -16.46004], [-5.35020, -0.10427, -17.77255], [-4.25587, 0.73713, -18.08812], [-6.66290, 0.39536, -17.70172], [-5.36293, -1.37187, -18.75071], [-5.25859, -3.24618, -17.96865], [-3.82337, -2.74302, -18.90527], [-3.03013, -1.45719, -17.00250], [-3.99089, -2.68493, -16.11792]], "forces_ev_per_a": [[1.3, 1.0, 0.2], [-0.5, -0.6, -0.1], [-0.3, 0.0, 0.4], [0.0, -0.5, 0.1], [0.0, -0.5, 0.3], [-1.0, 0.2, -0.2], [0.5, 0.2, -0.5], [0.1, -0.7, 0.9], [0.3, 0.2, -1.1], [0.0, 0.3, 0.1], [-0.5, 0.6, 0.8], [0.4, -0.3, -1.2], [0.1, 0.1, 0.0], [0.0, 0.5, 0.0], [0.0, -0.1, -0.2], [-0.3, -0.5, -0.3], [0.3, -0.2, 0.0], [-0.1, 0.6, 0.2], [0.0, -0.3, 0.6], [0.2, 0.5, -0.3], [-0.8, -0.8, -0.6], [0.2, 0.3, 0.1], [0.4, -0.3, 1.2], [-0.5, 1.2, -0.1], [-0.2, 0.1, 0.1], [0.1, -0.2, 0.1], [-0.1, -0.2, 0.2], [0.0, 0.3, 0.0], [0.3, -0.2, -0.5], [0.0, 0.1, 0.0], [0.1, -0.6, 0.0], [0.1, -0.7, 0.5], [0.4, 1.3, -0.5], [-0.1, -0.5, 0.3], [-0.2, -0.1, 0.1], [-0.3, -0.4, -0.1], [0.0, -0.2, -0.1], [-0.3, 0.3, -0.5], [0.1, 0.0, 0.2], [0.0, 0.0, 0.1], [0.2, 0.1, -0.1], [0.1, 0.0, 0.0], [0.0, 0.1, 0.0], [1.2, -0.9, 0.8], [0.2, -0.2, -0.3], [-0.1, 0.2, 0.2], [0.4, 0.2, 0.7], [-0.9, -0.2, -1.3], [-0.8, 0.1, -0.6], [-0.1, 0.7, -0.1], [-0.4, -0.1, -0.1], [-0.1, 0.0, 0.0], [0.3, -0.2, 0.2], [0.0, 0.0, 0.3], [0.1, 0.3, 0.2], [-0.6, -0.1, 0.7], [0.0, 0.1, 0.0], [0.1, -0.2, 0.1], [-0.1, 0.1, -1.0], [-0.1, 0.1, 0.8], [0.4, 0.2, -0.4], [0.0, -0.1, 0.0], [0.1, 0.0, -0.2], [0.2, 0.0, 0.0], [0.0, 0.3, 0.0], [-0.4, -0.2, -2.3], [-0.4, -0.9, 1.6], [0.8, 0.1, -0.1], [-0.7, -0.6, 0.4], [0.2, 0.3, -0.7], [0.0, 0.2, 0.5], [0.1, 0.1, 0.1], [0.3, 0.3, 0.9], [0.2, 0.2, 0.0], [-0.2, 0.5, -0.1], [0.1, -0.1, -0.2], [-0.8, 0.5, 1.4], [2.1, -0.9, -1.1], [-1.0, 0.1, 0.5], [0.0, -1.0, 0.0], [-0.7, -0.4, 0.1], [0.8, 1.3, -0.5], [0.5, -0.2, 0.1], [0.0, 0.0, -0.7], [0.0, -0.1, -0.1], [-0.6, 0.7, 0.3], [-0.2, -0.1, 0.0], [-1.6, -0.9, 0.4], [-0.3, 0.8, 0.8], [0.1, 0.0, -0.2], [-0.2, 0.4, 0.1], [-0.2, -0.5, 0.3], [0.4, 0.1, -0.1], [0.0, 0.3, -0.5], [1.0, 0.1, -0.4], [0.1, 0.1, 0.3], [0.3, -0.5, 0.0], [0.3, 0.0, -0.6], [-0.3, 1.2, 0.4], [0.0, -0.6, -0.3], [0.1, 0.4, -0.3], [0.5, 0.4, 0.8], [0.1, -0.4, -0.3], [-0.4, -0.1, 0.2], [0.0, -0.6, -0.4], [-0.1, -0.2, 0.1], [0.0, -0.2, -0.3], [0.2, 0.3, 0.2], [0.0, -0.1, 0.1], [-0.7, -0.1, -0.2], [0.4, -0.8, -0.8], [0.1, 0.3, 0.2], [0.1, -0.8, -0.3], [0.3, 0.3, -0.2], [-0.7, 0.4, 0.2], [0.3, 0.3, 0.2], [0.1, 0.0, -0.1], [0.2, 0.0, 0.2], [-0.1, 0.4, 0.4], [0.0, 0.3, 0.3]], "lowdin_charge": [0.206, -0.161, -0.157, -0.161, -0.141, -0.173, -0.148, -0.009, -0.550, 0.018, 0.025, -0.053, 0.080, 0.072, 0.058, 0.089, 0.082, 0.067, 0.085, 0.001, -0.555, 0.033, 0.030, -0.071, 0.071, 0.078, 0.081, 0.127, 0.084, 0.092, 0.064, 0.005, -0.537, 0.045, -0.001, -0.073, 0.093, 0.058, 0.065, 0.126, 0.088, 0.082, 0.072, -0.006, -0.550, 0.067, 0.009, -0.070, 0.083, 0.080, 0.050, 0.093, 0.085, 0.080, 0.073, -0.047, -0.288, 0.107, -0.547, 0.178, 0.089, 0.050, 0.129, 0.122, 0.153, -0.158, -0.152, -0.188, 0.570, -0.221, -0.209, -0.179, 0.110, 0.119, 0.112, 0.110, -0.130, -0.150, -0.187, 0.555, -0.202, -0.200, -0.196, 0.125, 0.122, 0.105, 0.123, -0.149, -0.159, -0.176, 0.574, -0.214, -0.206, -0.179, 0.133, 0.117, 0.111, 0.128, -0.147, -0.128, -0.196, 0.573, -0.202, -0.221, -0.181, 0.113, 0.131, 0.133, 0.109, -0.137, -0.167, -0.166, 0.578, -0.215, -0.212, -0.194, 0.122, 0.102, 0.118, 0.103]}

***

{"formula": "C25H51K2O19", "method": "ωB97M-V/def2-TZVPD", "relative_energy_kj_mol": 0.0, "charge": 1, "elements": ["K", "K", "C", "O", "H", "H", "H", "C", "C", "O", "C", "O", "O", "C", "H", "H", "H", "H", "H", "H", "H", "H", "C", "C", "O", "C", "O", "O", "C", "H", "H", "H", "H", "H", "H", "H", "H", "C", "C", "O", "C", "O", "O", "C", "H", "H", "H", "H", "H", "H", "H", "H", "C", "C", "O", "C", "O", "O", "C", "H", "H", "H", "H", "H", "H", "H", "H", "C", "C", "O", "C", "O", "O", "C", "H", "H", "H", "H", "H", "H", "H", "H", "C", "C", "O", "C", "O", "O", "C", "H", "H", "H", "H", "H", "H", "H", "H"], "xyz": [[2.01228, -3.65156, -1.66696], [0.61240, -3.92426, 2.86376], [0.55911, -1.07840, 0.14849], [1.08926, -2.24561, 0.65145], [1.02528, -0.14471, 0.46312], [0.71241, -0.91200, -0.91777], [-0.51991, -1.05396, 0.30085], [-0.93402, 4.00993, -4.70324], [0.52718, 4.07291, -4.35588], [0.53331, 4.16839, -2.95382], [1.30020, 3.37256, -2.28652], [1.67657, 2.24833, -2.68375], [1.32059, 3.83081, -1.07339], [2.11835, 3.21262, -0.08217], [-0.95440, 3.89893, -5.78739], [-1.36920, 4.97351, -4.43820], [-1.38131, 3.19121, -4.13957], [0.86749, 4.97874, -4.85764], [1.10951, 3.30089, -4.85883], [2.33080, 2.17159, -0.32550], [1.64357, 3.24881, 0.89832], [3.07098, 3.74209, -0.06634], [4.85592, 1.45560, -2.51942], [4.20704, 0.23209, -1.86876], [4.92672, -0.25174, -0.81320], [5.12254, -1.55727, -0.65921], [4.69661, -2.46031, -1.34510], [5.73604, -1.77356, 0.53968], [6.10716, -2.97307, 0.96408], [4.16054, 1.96264, -3.18833], [5.74993, 1.20259, -3.08935], [5.18200, 2.18612, -1.77907], [3.91182, -0.47430, -2.64462], [3.28622, 0.53911, -1.37283], [5.16565, -3.31523, 1.39372], [6.88678, -2.97435, 1.72586], [6.45790, -3.59992, 0.14424], [-0.34543, -0.02307, -5.52264], [0.72759, -0.63050, -4.60687], [1.94361, -0.41916, -5.25474], [3.00348, -1.15322, -4.98766], [2.99905, -2.16205, -4.28685], [4.04578, -0.61733, -5.61437], [5.35015, -1.20536, -5.51050], [-0.48753, -0.61024, -6.42991], [-0.18615, 0.96391, -5.95690], [-1.29517, 0.08128, -4.99804], [0.49037, -1.65109, -4.30649], [0.79755, -0.09249, -3.66148], [5.23862, -2.28925, -5.53975], [5.78864, -0.95996, -4.54324], [5.96838, -0.89130, -6.35149], [0.59088, 0.59426, 3.67020], [0.45697, -0.09498, 5.04506], [-0.75933, 0.28070, 5.62848], [-1.52079, -0.67921, 6.32901], [-1.03292, -1.72567, 6.73057], [-2.67047, -0.13384, 6.54977], [-3.73793, -0.83565, 7.10497], [0.57726, 1.68385, 3.69702], [-0.08249, 0.22456, 2.89690], [1.58995, 0.38749, 3.28654], [1.24998, 0.16708, 5.74547], [0.49020, -1.15797, 4.80625], [-3.52067, -1.63827, 7.80975], [-4.30157, -1.34628, 6.32415], [-4.51895, -0.13032, 7.38894], [-1.50436, 2.65975, 0.58115], [-1.99918, 2.22412, -0.81754], [-3.26798, 2.82319, -1.05172], [-4.43235, 2.12177, -0.87325], [-4.58690, 1.08033, -0.30586], [-5.43178, 2.86474, -1.46927], [-6.72682, 2.25430, -1.62555], [-0.46439, 2.39914, 0.77779], [-2.07681, 2.18897, 1.38037], [-1.54993, 3.71386, 0.85480], [-1.99472, 1.13558, -0.87359], [-1.24263, 2.50889, -1.54874], [-7.15725, 2.18257, -0.62671], [-6.68608, 1.28066, -2.11390], [-7.38190, 2.89781, -2.21279], [-4.50472, -5.37708, 4.74644], [-4.14519, -4.06966, 5.41224], [-4.32902, -3.00385, 4.48157], [-3.28430, -2.58100, 3.78022], [-2.07042, -2.98151, 3.82744], [-3.71673, -1.61315, 2.92790], [-2.77916, -0.92785, 2.11348], [-3.83893, -5.65227, 3.92846], [-5.41178, -5.30201, 4.14667], [-4.57132, -6.15957, 5.50233], [-3.14252, -4.07771, 5.83966], [-4.73460, -3.82429, 6.29569], [-2.09336, -0.48500, 2.83575], [-3.22289, -0.12723, 1.52169], [-2.30433, -1.69863, 1.50639]], "forces_ev_per_a": [[0.2, 0.8, 0.2], [-0.3, 0.8, -0.4], [0.1, -0.5, -0.1], [0.4, -1.0, 0.1], [0.1, 0.4, 1.1], [-0.1, -0.5, -1.1], [-0.4, 0.5, 0.1], [0.4, 0.0, -0.4], [-1.0, 0.5, -1.9], [0.7, 1.4, -0.9], [-0.2, -4.2, -0.6], [0.1, 2.4, 0.9], [0.2, 0.6, 1.6], [1.0, -0.6, 0.0], [-0.6, -0.3, 0.0], [-0.3, -0.2, 0.1], [-0.4, 0.0, -0.4], [0.5, 0.4, 0.8], [0.0, -0.6, 1.0], [-0.2, 0.0, -0.1], [-0.2, 0.3, -0.3], [0.0, 0.0, 0.3], [0.4, -0.1, 0.2], [-2.2, 1.9, -1.7], [2.6, -2.0, 1.7], [-0.5, -0.7, 1.7], [0.1, 0.3, -0.3], [-0.1, 5.8, -2.4], [-0.4, -3.5, 0.5], [-0.1, -0.3, 0.1], [0.0, -0.2, -0.1], [-0.1, 0.0, 0.2], [0.4, -0.5, 0.3], [-0.4, 0.3, -0.5], [0.3, -1.4, 0.4], [-0.1, 0.6, 0.0], [-0.2, -0.3, 0.0], [-0.4, -0.2, -0.2], [-1.5, 1.2, 0.6], [1.3, 0.0, -1.0], [0.2, -1.1, 0.6], [0.2, 0.8, -0.4], [-0.1, 0.4, -0.2], [-0.4, -1.0, 0.5], [-0.1, -0.5, 0.2], [0.8, 0.2, 0.6], [-0.1, -0.4, 0.1], [0.3, -0.3, -0.7], [-0.2, 0.3, 0.1], [0.1, 0.0, -0.1], [0.1, 0.2, -0.1], [-0.3, 0.3, 0.2], [0.9, 0.2, 0.3], [0.3, 0.1, -1.3], [-2.5, -1.1, 0.8], [3.9, -0.1, -0.1], [-1.4, 1.1, -0.8], [-0.4, 0.9, -0.2], [-2.0, -1.2, -0.5], [-0.5, 0.0, 0.3], [-0.2, 0.0, 0.3], [0.2, -0.3, 0.0], [0.2, -0.1, -0.2], [-0.1, -0.2, 0.6], [0.5, 0.6, 0.4], [0.4, -0.2, -0.6], [0.7, 0.2, 0.8], [0.1, -0.3, 0.6], [0.9, 0.0, 1.9], [-1.2, -0.4, -0.7], [-0.4, 1.4, -1.0], [0.3, -0.1, 0.0], [1.3, -0.6, 0.0], [0.0, -0.1, 0.9], [0.1, -0.4, -0.3], [-0.2, -0.3, -0.1], [-0.3, 0.3, -0.8], [-0.6, -0.1, 0.1], [-0.6, 0.6, -0.4], [-0.2, -0.4, -0.1], [0.3, 0.0, 0.2], [0.5, 0.3, 0.0], [-0.2, 0.0, -0.5], [0.5, -0.5, 0.5], [0.9, 0.7, -0.5], [2.9, 0.3, -1.4], [-3.9, 1.0, 0.0], [-1.2, -1.3, 1.5], [1.1, -0.4, 0.7], [0.8, 0.0, 0.5], [-0.6, 0.1, 0.7], [-0.1, -0.1, -0.3], [0.3, 0.1, -0.5], [-0.6, -0.1, -0.4], [0.5, 0.1, -0.5], [-0.5, -0.5, 0.1], [0.3, 0.5, -0.2]], "lowdin_charge": [0.856, 0.863, -0.390, -0.556, 0.047, 0.032, 0.042, -0.059, -0.230, 0.063, -0.605, 0.069, 0.030, -0.019, 0.085, 0.088, 0.078, 0.126, 0.124, 0.073, 0.090, 0.105, -0.034, -0.235, 0.074, -0.510, 0.065, 0.000, -0.106, 0.071, 0.073, 0.080, 0.106, 0.106, 0.101, 0.106, 0.105, -0.043, -0.213, 0.053, -0.586, 0.054, 0.013, -0.009, 0.079, 0.070, 0.078, 0.119, 0.109, 0.096, 0.088, 0.103, -0.055, -0.228, 0.003, -0.538, 0.112, 0.044, -0.034, 0.078, 0.048, 0.076, 0.131, 0.103, 0.109, 0.078, 0.109, -0.044, -0.184, 0.025, -0.524, 0.134, -0.025, -0.039, 0.047, 0.066, 0.087, 0.118, 0.102, 0.094, 0.095, 0.093, -0.052, -0.216, 0.032, -0.491, -0.014, 0.000, -0.019, 0.076, 0.086, 0.087, 0.123, 0.125, 0.081, 0.084, 0.092]}